1.
Here is C4H8O3S as an isolated structure in a non-equilibrium geometry from the OMol25 dataset. Energies are from ωB97M-V/def2-TZVPD.

As for the energy above the lowest of the compared OMol25 structures with the same formula, charge and spin: 8.772 eV. The HOMO energy (alpha / beta) is -8.8 / -9.0 eV. As for the LUMO energy (alpha / beta): -2.491 / -1.661 eV. Its HOMO-LUMO gap (alpha / beta) is 6.318 / 7.337 eV.

XYZ file:
```
16
C4H8O3S, DFT ωB97M-V/def2-TZVPD
H -2.148 -0.808 -0.437
H -2.407 -2.502 0.029
H -0.681 2.279 0.372
C 0.964 1.517 -0.874
C -0.377 -1.902 -0.025
H 0.933 2.420 1.134
C 0.299 1.801 0.496
O 3.145 -0.861 -0.045
O 0.560 0.217 -1.192
O 0.103 0.546 1.087
S 0.733 -0.681 0.160
C -1.815 -1.609 0.224
H -2.008 -1.301 1.255
H 2.056 1.549 -0.788
H 0.022 -2.859 0.265
H 0.621 2.193 -1.659
```


2.
Here is one molecule with the formula C4H8O3S in a non-equilibrium geometry from the OMol25 dataset. Energies are from ωB97M-V/def2-TZVPD.

As for the energy above the lowest of the compared OMol25 structures with the same formula, charge and spin: 2.451 eV. The HOMO energy is -8.1 eV. As for the SMILES: OCCOCC(O)=S. As for the LUMO energy: 0.246 eV. Its HOMO-LUMO gap is 8.394 eV.

XYZ file:
```
16
C4H8O3S, DFT ωB97M-V/def2-TZVPD
S 3.421 -0.255 0.308
O 1.215 -1.453 -0.725
C -1.102 0.894 0.231
H 0.125 -1.433 -0.780
H 1.484 1.387 0.462
H -0.780 1.539 1.053
C 1.153 1.018 -0.521
O -0.154 0.849 -0.818
O -1.223 -1.409 -0.294
H -2.105 1.038 -0.222
C 1.871 -0.371 -0.334
H -0.235 -0.802 1.364
H 1.596 1.503 -1.444
H -1.995 -0.545 1.650
C -1.212 -0.509 0.836
H -2.058 -1.451 -0.766
```


3.
Here is C4H8O3Tl as an isolated structure in a non-equilibrium geometry from the OMol25 dataset. Energies are from ωB97M-V/def2-TZVPD.

As for the energy above the lowest of the compared OMol25 structures with the same formula, charge and spin: 1.283 eV. The HOMO energy (alpha / beta) is -7.7 / -9.6 eV. As for the LUMO energy (alpha / beta): -0.153 / -0.153 eV. The spin multiplicity is 2. Its HOMO-LUMO gap (alpha / beta) is 7.569 / 9.470 eV.

XYZ file:
```
16
C4H8O3Tl, DFT ωB97M-V/def2-TZVPD
O 0.542 -0.833 -0.686
H -1.728 2.961 1.173
H -0.462 -2.110 -1.960
C 1.675 -2.165 -2.302
O -1.649 -0.210 -0.613
H 1.874 -2.952 -1.561
H -2.520 1.652 2.189
C -1.628 2.253 1.999
H 1.577 -2.638 -3.288
C 0.400 -1.427 -1.970
H 0.194 -0.634 -2.704
O -0.111 0.447 0.960
H -1.062 2.589 2.869
H 2.533 -1.478 -2.326
C -0.508 -0.040 -0.187
Tl 1.706 -0.482 1.350
```